ORCA calculation (ωB97M-V with the def2-TZVPD basis set) on a gas-phase ion, C16H22FIN3 (charge +1).

Its SMILES is CCNc1c[nH+]c(CCN)c2c([C@@H](F)CC)c(I)ccc12. The largest force on an atom is 5.64 eV/Å. The LUMO energy is -4.9 eV. The value obtained for the HOMO energy is -11.427 eV. The total charge is +1.

The geometry in XYZ format:
```
43
Properties=species:S:1:pos:R:3:forces:R:3:nbo_charge:R:1
C 1.0264 5.3637 -0.5874 -1.2 0.1 0.4 -0.640
C 0.2181 4.4096 -1.6775 -0.8 1.0 1.7 -0.245
N 1.1338 3.3530 -2.3225 -3.0 -1.8 0.3 -0.645
C 0.5164 2.0246 -1.8886 -2.3 -3.9 -0.2 0.209
C -0.7885 1.3763 -2.6149 3.3 0.5 2.6 -0.051
N -1.3912 0.0595 -2.1442 3.0 1.2 1.7 -0.540
C -0.8622 -0.8092 -0.9947 0.5 3.0 -1.8 0.356
C -1.6649 -2.1852 -0.7443 0.6 -0.9 1.2 -0.510
C -2.8783 -2.6229 -1.6999 -1.0 0.5 -1.5 -0.237
N -2.3956 -3.1325 -3.0744 -0.4 1.7 -0.2 -0.831
C 0.4457 -0.2590 -0.1543 0.0 0.1 -0.2 -0.074
C 1.0608 -1.0943 1.1437 2.7 3.6 -0.7 -0.026
C 0.5239 -2.4416 1.8035 0.6 -0.4 1.7 0.140
F 1.6760 -3.4241 1.8546 -2.3 2.3 -0.1 -0.387
C -0.0548 -2.0849 3.3347 -0.9 0.0 -0.5 -0.435
C 0.0212 -3.3401 4.3779 -0.2 0.6 1.5 -0.656
C 2.3926 -0.3797 1.8628 -1.6 1.3 -2.8 -0.158
I 3.4394 -1.1907 3.6629 -1.2 0.7 -1.9 0.277
C 3.1014 1.0112 1.3392 -3.1 0.2 -3.1 -0.188
C 2.4920 1.8347 0.0640 -1.4 -4.7 2.8 -0.193
C 1.1402 1.1494 -0.6272 0.5 1.4 -0.6 -0.011
H 1.9039 4.7954 -0.0334 -1.8 1.2 -1.5 0.218
H 1.3417 6.3872 -1.0589 -0.3 -2.2 0.9 0.236
H 0.2319 5.6133 0.2647 1.7 -0.4 -1.8 0.225
H -0.6223 3.8549 -1.0404 1.8 1.2 -1.5 0.205
H -0.3580 5.0556 -2.4916 1.4 -1.3 1.7 0.221
H 0.9796 3.4635 -3.3584 0.4 -0.6 1.3 0.392
H -1.2361 1.9813 -3.5421 0.7 -1.9 2.3 0.265
H -2.2489 -0.1931 -2.7240 1.6 -0.1 1.5 0.451
H -2.0670 -2.1699 0.3798 0.9 0.2 -2.4 0.266
H -0.8612 -3.0691 -0.7646 -1.6 2.0 -0.1 0.281
H -3.6119 -1.7235 -1.9605 1.3 -1.7 1.3 0.175
H -3.5111 -3.5190 -1.2495 1.5 2.1 -0.6 0.250
H -1.8302 -2.3596 -3.5394 -0.8 -1.3 0.8 0.339
H -3.2400 -3.2157 -3.7181 1.3 0.0 1.3 0.374
H -0.3202 -3.0677 1.3412 1.6 1.4 0.1 0.221
H -1.2159 -1.8686 3.1573 2.5 -0.3 0.2 0.217
H 0.3794 -1.0650 3.7496 -0.6 -2.4 -0.9 0.235
H -1.0564 -3.8294 4.5365 2.6 0.9 -0.6 0.229
H 0.8504 -4.1350 4.1631 -1.7 1.6 0.1 0.250
H 0.2897 -2.8739 5.4440 -0.6 -1.0 -2.3 0.233
H 4.0716 1.4875 1.8447 -2.4 -1.5 -1.0 0.278
H 2.9786 2.8328 -0.3135 -1.3 -2.3 0.6 0.285
```
Forces are in eV/Å.

ORCA calculation (ωB97M-V with the def2-TZVPD basis set) on a molecular structure, C16H22HgN4O2SSi.

Its multiplicity is 2. As for the expectation value of S²: 0.7559. The largest force on an atom is 1.55 eV/Å. The LUMO energy (alpha / beta) is 2.6 / 1.7 eV. The value obtained for the HOMO energy (alpha / beta) is -3.889 / -4.449 eV. The value obtained for the energy above the lowest of the compared OMol25 structures with the same formula, charge and spin is 13.8 kcal per mole. The total charge is -1.

The geometry in XYZ format:
```
47
Properties=species:S:1:pos:R:3:forces:R:3:mulliken_spin:R:1
Hg 0.8398 0.1515 -2.0543 0.1 0.1 0.2 0.644
C 1.8747 -1.0016 3.6740 0.2 0.5 0.0 0.001
Si 2.2779 0.8646 3.7620 0.0 -0.3 0.1 0.009
C 4.1319 1.2309 3.5077 -0.6 -0.2 0.1 0.006
C 1.7471 1.4583 5.5059 0.2 -0.1 -0.6 0.000
C 1.1683 1.7504 2.5279 0.2 -0.1 0.3 -0.019
C 0.1687 2.6204 2.9066 0.0 0.1 0.0 0.008
C -0.7175 3.1320 1.9651 -0.2 0.1 0.0 0.002
C -0.5697 2.7130 0.6563 -0.2 0.4 0.3 0.002
N 0.3967 1.9124 0.2566 -0.1 -0.2 -0.6 0.036
C 1.2752 1.4432 1.1484 0.0 0.0 0.1 0.031
S 2.5627 0.4695 0.6104 0.3 -0.6 -0.9 0.177
H 2.5117 -1.5882 4.3313 0.1 -0.1 0.2 0.000
H 2.0125 -1.3589 2.6581 0.1 0.0 -0.1 0.000
H 0.8400 -1.1940 3.9483 -0.2 0.1 0.1 0.000
H 4.6870 1.1964 4.4397 0.1 0.0 0.3 0.002
H 4.2809 2.2052 3.0523 -0.1 0.2 0.0 -0.002
H 4.5589 0.5059 2.8254 0.0 -0.2 -0.1 -0.004
H 2.3605 0.9948 6.2714 0.2 -0.1 0.2 0.000
H 0.7128 1.1959 5.7113 -0.2 -0.1 0.0 0.000
H 1.8427 2.5341 5.6175 0.1 0.2 0.0 0.000
H 0.0784 2.9129 3.9432 -0.1 0.0 0.2 0.001
H -1.5151 3.8029 2.2461 -0.1 0.1 0.0 0.000
H -1.2520 3.0438 -0.1163 -0.1 0.1 -0.1 -0.001
C -2.7718 -0.3535 0.5702 0.0 0.0 0.1 -0.005
C -2.3314 -1.5720 -0.1480 -0.1 0.0 0.1 -0.004
N -1.2850 -1.6718 -0.9205 0.2 0.7 0.0 0.024
C -1.2517 -2.9509 -1.3792 -0.2 -0.3 0.1 -0.003
C -2.3011 -3.6498 -0.8663 0.2 -0.4 -0.2 0.003
N -2.9844 -2.7641 -0.0752 -0.1 0.1 0.1 0.002
H -2.1888 0.4848 0.2032 0.0 0.1 0.0 0.005
H -2.6010 -0.4586 1.6418 0.0 0.1 0.1 0.000
H -3.8299 -0.1534 0.4021 0.0 0.0 0.0 0.000
H -0.4794 -3.2663 -2.0476 0.2 -0.2 -0.2 -0.006
H -2.6062 -4.6704 -0.9775 -0.1 -0.2 0.0 0.000
H -3.8184 -2.9657 0.4498 0.1 0.1 0.0 -0.001
O 1.5059 -1.0031 -4.7465 0.5 -0.1 0.4 0.026
C 0.4092 -0.7029 -5.1931 -0.3 -0.3 -0.9 -0.020
C -0.0818 -1.1860 -6.5760 0.1 0.0 0.2 0.018
C -1.4989 -0.6520 -6.6409 -0.1 0.1 0.1 0.006
C -1.6304 0.1828 -5.3378 -0.1 -0.4 -0.8 0.006
O -2.6254 0.8293 -5.0746 -0.3 0.2 0.1 0.000
N -0.5169 0.0494 -4.5964 0.4 0.5 1.4 0.060
H -0.0139 -2.2742 -6.6120 0.1 0.0 0.0 -0.002
H 0.5747 -0.7782 -7.3456 0.0 0.0 0.0 -0.002
H -2.2483 -1.4442 -6.6153 -0.1 0.1 0.0 0.000
H -1.6992 -0.0246 -7.5094 -0.1 0.0 0.0 0.000
```
Forces are in eV/Å.

ORCA calculation (ωB97M-V with the def2-TZVPD basis set) on a single C16H22N2O2 molecule.

Its SMILES is N#Cc1ccc(OCCOCCNC2CCCC2)cc1. The largest force on an atom is 0.88 eV/Å. The LUMO energy is 0.6 eV. The value obtained for the HOMO energy is -8.599 eV. The value obtained for the energy above the lowest of the compared OMol25 structures with the same formula, charge and spin is 72.3 kcal per mole.

The geometry in XYZ format:
```
42
Properties=species:S:1:pos:R:3:forces:R:3:nbo_charge:R:1
N 7.4461 2.9853 0.5939 0.2 0.3 0.1 -0.314
C 6.7066 2.1414 0.3556 0.4 0.4 0.1 0.280
C 5.7950 1.1041 0.0651 -0.6 -0.7 -0.1 -0.226
C 5.1689 0.4118 1.0996 0.1 0.2 -0.2 -0.118
C 4.2704 -0.6004 0.8245 -0.2 -0.3 0.0 -0.341
C 3.9835 -0.9416 -0.4974 0.2 0.2 -0.1 0.416
O 3.1419 -1.9236 -0.8951 0.2 0.3 -0.3 -0.496
C 2.3655 -2.6203 0.0516 -0.5 0.0 0.5 -0.088
C 1.1971 -1.7931 0.5981 0.3 -0.2 -0.1 -0.097
O 0.2105 -1.7226 -0.4018 0.1 -0.2 -0.1 -0.536
C -0.7601 -0.7165 -0.2231 -0.4 0.0 0.1 -0.076
C -1.7507 -1.0104 0.9237 0.4 0.0 -0.2 -0.238
N -2.8070 -0.0455 1.1062 0.2 0.1 0.2 -0.624
C -3.8533 0.0170 0.1032 -0.1 0.0 0.1 -0.052
C -5.1235 0.6376 0.7293 0.0 0.1 -0.1 -0.410
C -5.2591 2.0216 0.0999 -0.2 -0.1 -0.1 -0.403
C -4.7656 1.7944 -1.3249 0.1 0.1 0.0 -0.401
C -3.5426 0.8979 -1.1342 -0.2 -0.1 -0.1 -0.428
C 4.6189 -0.2452 -1.5334 -0.2 -0.2 0.1 -0.281
C 5.5117 0.7633 -1.2610 0.0 0.0 0.2 -0.133
H 5.3892 0.6718 2.1247 0.0 0.0 0.0 0.227
H 3.8039 -1.1188 1.6477 0.0 0.0 0.0 0.222
H 1.9524 -3.4676 -0.5000 0.1 0.0 0.1 0.216
H 2.9863 -2.9930 0.8750 0.0 0.0 -0.1 0.176
H 0.8103 -2.2837 1.5037 0.1 0.1 -0.1 0.174
H 1.5373 -0.7810 0.8646 0.0 -0.1 0.0 0.175
H -0.2717 0.2566 -0.0488 -0.1 -0.1 -0.1 0.154
H -1.2944 -0.6771 -1.1743 0.0 0.1 0.1 0.190
H -2.2073 -1.9879 0.7460 0.1 0.0 0.1 0.194
H -1.1985 -1.0606 1.8680 0.0 -0.1 -0.1 0.188
H -2.4276 0.8795 1.2788 0.0 0.0 0.1 0.349
H -4.0526 -1.0143 -0.2002 0.0 0.0 0.0 0.194
H -5.9941 0.0322 0.4782 -0.1 0.0 0.0 0.202
H -5.0310 0.6727 1.8128 0.0 -0.1 0.0 0.223
H -4.6093 2.7351 0.6093 0.0 0.1 0.0 0.191
H -6.2798 2.3987 0.1371 0.0 0.1 0.1 0.212
H -4.5227 2.7212 -1.8434 -0.1 0.0 -0.1 0.210
H -5.5298 1.2685 -1.8992 -0.1 0.0 -0.1 0.196
H -3.3310 0.3044 -2.0227 0.1 0.0 0.0 0.212
H -2.6666 1.5158 -0.9239 0.1 0.0 0.0 0.197
H 4.3862 -0.5250 -2.5484 0.0 0.0 -0.1 0.232
H 5.9965 1.2970 -2.0647 0.0 0.0 0.0 0.230
```
Forces are in eV/Å.

ORCA calculation (ωB97M-V with the def2-TZVPD basis set) on a single C16H22N2O3 molecule.

Its SMILES is CCCC(=O)Nc1ccc(C(=O)NC[C@H]2CCCO2)cc1. The largest force on an atom is 0.59 eV/Å. The LUMO energy is 0.6 eV. The value obtained for the HOMO energy is -8.715 eV. The value obtained for the energy above the lowest of the compared OMol25 structures with the same formula, charge and spin is 17.2 kcal per mole.

The geometry in XYZ format:
```
43
Properties=species:S:1:pos:R:3:forces:R:3:nbo_charge:R:1
C -6.7607 -0.1174 1.3828 0.0 0.2 -0.1 -0.610
C -6.5776 0.6453 0.0766 -0.1 -0.2 0.0 -0.382
C -5.9565 -0.2384 -1.0116 -0.1 0.0 0.1 -0.497
C -4.5750 -0.7326 -0.6156 -0.5 0.2 -0.3 0.690
O -4.3380 -1.8862 -0.3427 0.1 -0.3 0.1 -0.598
N -3.6472 0.2720 -0.6031 0.0 0.5 -0.1 -0.609
C -2.2973 0.2217 -0.2584 0.4 -0.1 0.1 0.161
C -1.5505 1.3954 -0.3709 0.0 -0.1 0.0 -0.254
C -0.2130 1.4033 -0.0420 0.1 -0.1 0.1 -0.140
C 0.4195 0.2414 0.3945 -0.3 0.1 0.0 -0.171
C 1.8664 0.3284 0.7382 0.0 -0.2 0.0 0.662
O 2.3869 1.3683 1.1000 0.1 0.3 0.0 -0.633
N 2.5593 -0.8311 0.6175 0.1 -0.3 -0.1 -0.611
C 3.9743 -0.9200 0.8757 0.5 -0.1 -0.1 -0.250
C 4.8085 -0.9394 -0.4229 -0.5 0.1 0.1 0.099
C 4.9024 0.4472 -1.0660 0.1 -0.2 0.0 -0.437
C 6.1556 1.0160 -0.4041 0.0 -0.2 0.1 -0.436
C 7.0200 -0.2336 -0.2345 0.3 0.2 -0.1 -0.066
O 6.1367 -1.3418 -0.1329 -0.1 -0.1 0.1 -0.532
C -0.3332 -0.9223 0.5224 0.2 0.3 -0.1 -0.178
C -1.6768 -0.9373 0.2024 -0.2 -0.2 0.0 -0.211
H -5.8033 -0.4721 1.7572 0.1 -0.1 0.1 0.211
H -7.2117 0.5225 2.1376 0.0 0.0 0.1 0.212
H -7.4048 -0.9800 1.2312 -0.1 -0.1 0.0 0.208
H -7.5477 1.0024 -0.2761 0.1 0.1 0.0 0.208
H -5.9488 1.5218 0.2540 -0.1 0.1 0.0 0.190
H -5.8884 0.3161 -1.9507 0.0 0.0 0.0 0.217
H -6.5863 -1.1145 -1.1700 0.1 0.0 0.0 0.233
H -3.9714 1.1888 -0.8799 0.0 -0.2 0.0 0.396
H -2.0277 2.3030 -0.7144 0.0 0.1 0.0 0.207
H 0.3685 2.3097 -0.1158 0.0 0.1 0.0 0.236
H 2.1155 -1.6296 0.1943 -0.1 0.1 0.0 0.395
H 4.2469 -0.0528 1.4799 0.0 -0.1 0.0 0.228
H 4.1896 -1.8328 1.4385 0.0 0.1 0.0 0.205
H 4.3762 -1.6860 -1.1034 0.0 0.1 0.1 0.174
H 5.0458 0.3556 -2.1435 0.0 0.0 0.0 0.206
H 4.0167 1.0456 -0.8701 -0.1 0.0 0.0 0.237
H 5.9054 1.4456 0.5655 0.0 0.1 0.0 0.210
H 6.6468 1.7753 -1.0077 0.0 0.1 0.0 0.219
H 7.6680 -0.3860 -1.1082 0.0 0.0 0.1 0.165
H 7.6452 -0.2030 0.6621 0.0 0.0 -0.1 0.183
H 0.1147 -1.8274 0.9061 0.0 -0.1 0.0 0.210
H -2.2528 -1.8410 0.3081 0.0 0.0 0.0 0.251
```
Forces are in eV/Å.

ORCA calculation (ωB97M-V with the def2-TZVPD basis set) on a molecular structure, C16H22N2O5RhS4.

The largest force on an atom is 4.56 eV/Å. The LUMO energy is -4.1 eV. The value obtained for the HOMO energy is -11.789 eV. The value obtained for the energy above the lowest of the compared OMol25 structures with the same formula, charge and spin is 3.6 kcal per mole. The total charge is +1.

The geometry in XYZ format:
```
50
Properties=species:S:1:pos:R:3:forces:R:3:nbo_charge:R:1
Rh 0.7212 0.1411 -0.1509 -4.3 -0.5 -1.4 0.729
C -0.7954 3.2679 0.3050 0.0 0.0 -0.1 -0.564
C -1.8578 2.2204 0.5458 -0.3 0.2 -0.2 -0.566
S -1.6380 0.7356 -0.4487 0.6 0.2 0.6 0.451
C -1.7398 1.4069 -2.1280 -0.2 -0.1 -0.1 -0.562
C -0.6557 0.8566 -3.0235 0.0 0.0 -0.3 -0.554
S 1.0213 0.9885 -2.3869 0.5 -0.6 0.5 0.490
C 1.2091 2.7887 -2.2048 0.1 0.0 -0.2 -0.547
C 1.7969 3.1498 -0.8666 0.1 0.3 0.2 -0.555
S 0.8535 2.5576 0.5452 0.7 -0.7 0.2 0.477
H -0.9085 4.0529 1.0527 0.0 0.0 0.0 0.266
H -0.8558 3.7333 -0.6771 -0.1 0.0 0.0 0.218
H -2.8578 2.6145 0.3574 0.0 0.0 0.0 0.255
H -1.8296 1.8400 1.5636 0.0 0.0 0.0 0.313
H -1.7298 2.4923 -2.0699 0.0 0.0 -0.1 0.231
H -2.7087 1.1071 -2.5292 0.0 0.1 0.0 0.262
H -0.6794 1.3460 -3.9985 0.0 -0.1 0.0 0.261
H -0.7872 -0.2135 -3.1940 0.0 0.0 -0.1 0.246
H 0.2428 3.2538 -2.3869 0.0 0.1 0.0 0.223
H 1.8881 3.1179 -2.9911 0.0 0.0 -0.1 0.264
H 1.9393 4.2281 -0.7822 0.0 0.0 0.0 0.255
H 2.7658 2.6672 -0.7225 0.0 0.1 0.0 0.272
N -0.1892 -1.8056 -0.5282 0.7 0.4 -0.1 -0.703
C 0.7046 -2.9079 -0.9574 0.0 -0.3 0.0 -0.223
C 1.7115 -3.2066 0.1364 -0.1 0.1 -0.1 -0.548
C 2.5059 -1.9700 0.4846 0.1 0.4 -0.1 0.783
O 3.1663 -1.9093 1.4883 0.1 -0.1 -0.2 -0.563
O 2.3655 -1.0095 -0.4423 0.8 0.6 0.7 -0.761
H -0.5620 -2.0112 0.3994 -0.2 -0.1 -0.1 0.427
H -0.9695 -1.7072 -1.1665 -0.1 -0.1 0.0 0.388
H 1.2018 -2.5958 -1.8717 0.1 0.0 0.0 0.219
H 0.1154 -3.8009 -1.1733 -0.2 0.1 0.0 0.212
H 2.4126 -3.9738 -0.1932 -0.1 -0.1 0.0 0.260
H 1.2357 -3.5407 1.0611 -0.1 -0.2 -0.1 0.243
O 2.3064 0.6066 1.8548 0.6 0.4 1.0 -0.595
C 1.4073 0.1123 2.4940 0.0 -0.1 0.0 0.672
N 0.2894 -0.4013 1.8344 1.2 0.7 0.2 -0.952
S -0.9520 -0.6761 2.8820 0.1 -0.2 -0.3 2.312
O -1.9457 0.3656 2.7759 -0.1 -0.1 0.2 -0.964
O -1.4067 -2.0277 2.7273 -0.1 -0.1 -0.1 -0.928
C 0.0237 -0.4458 4.3283 0.1 0.0 0.1 -0.241
C -0.3451 -0.6461 5.6432 -0.1 0.0 -0.1 -0.201
C 0.6205 -0.3877 6.6091 0.0 0.0 0.0 -0.175
C 1.8906 0.0632 6.2574 0.0 0.0 0.0 -0.181
C 2.2369 0.2659 4.9265 0.1 0.0 0.1 -0.142
C 1.2828 -0.0015 3.9662 -0.1 -0.1 -0.1 -0.161
H -1.3365 -0.9865 5.9104 0.0 0.0 0.0 0.243
H 0.3792 -0.5443 7.6519 0.0 0.0 0.0 0.233
H 2.6200 0.2521 7.0335 0.0 0.0 0.0 0.232
H 3.2224 0.6030 4.6342 0.0 0.0 0.0 0.246
```
Forces are in eV/Å.

ORCA calculation (ωB97M-V with the def2-TZVPD basis set) on a single C16H22N2OS molecule.

The largest force on an atom is 3.76 eV/Å. The LUMO energy is 0.6 eV. The value obtained for the HOMO energy is -8.103 eV. The value obtained for the energy above the lowest of the compared OMol25 structures with the same formula, charge and spin is 89.5 kcal per mole.

The geometry in XYZ format:
```
42
Properties=species:S:1:pos:R:3:forces:R:3:nbo_charge:R:1
O -1.2353 1.6533 -0.8997 -1.8 2.2 0.6 -0.989
N -1.7156 -3.0478 0.0710 -0.6 0.9 1.1 -0.474
C -2.5659 -2.2465 0.7349 1.4 1.3 -1.3 0.387
C -1.2143 -0.9073 -0.4798 -1.0 -0.6 1.8 -0.202
C -0.8513 -2.2308 -0.6013 -1.0 1.7 -1.1 0.149
C 2.2355 0.4880 -1.5672 -0.4 0.8 1.2 -0.160
C 1.2522 0.8823 0.6103 -0.7 1.8 0.2 -0.193
C 3.6810 1.1313 0.1888 0.8 0.6 2.3 -0.216
C 1.0486 0.6347 -0.7725 2.9 -1.2 0.7 -0.288
C 3.5808 0.6527 -1.0644 -2.2 -0.7 -3.0 -0.021
C 2.5422 1.3564 0.9828 -1.6 -1.4 1.4 0.001
N -2.3205 -0.8679 0.4291 0.8 -2.0 0.0 -0.355
S -0.6130 0.4646 -1.4281 1.5 -1.4 -0.7 1.351
C -3.5327 -2.7079 1.7690 0.9 -1.3 -0.1 -0.677
C 4.8000 0.4049 -1.9679 -0.7 -1.7 0.5 -0.641
C 2.6825 1.8510 2.4205 -1.9 -0.8 -0.2 -0.627
C -2.8563 0.3194 1.1221 -1.8 0.0 0.7 -0.410
C -0.3016 -2.9848 -2.9945 -1.1 -0.7 1.8 -0.602
C 0.9825 -3.8235 -0.9071 0.5 0.5 0.0 -0.598
C 0.2393 -2.6147 -1.5350 -0.6 -3.4 -0.8 -0.260
H 2.1227 0.3882 -2.6190 -0.1 -0.5 -0.8 0.204
H 0.3488 0.9735 1.3858 2.1 -0.3 -2.0 0.227
H 4.6901 1.2831 0.6594 -1.0 0.1 -0.5 0.213
H -4.2835 -2.0321 2.0282 -0.8 1.5 0.6 0.223
H -3.0112 -3.1218 2.6252 0.4 0.7 0.5 0.238
H -4.0988 -3.5936 1.5569 -0.2 -0.6 -1.3 0.247
H 4.6894 -0.2327 -2.9005 -0.6 1.5 0.8 0.230
H 5.3226 1.3327 -2.0882 0.4 0.3 -0.5 0.227
H 5.4126 -0.2916 -1.4043 0.6 0.2 0.4 0.222
H 3.3286 1.1949 2.9514 1.1 -0.2 0.5 0.218
H 1.7230 1.7704 3.0150 0.8 0.2 -1.0 0.212
H 2.9713 2.8760 2.4311 0.6 0.7 0.2 0.222
H -3.7251 0.7561 0.5301 1.4 -0.3 0.6 0.216
H -2.0677 1.0694 1.3162 -0.6 -0.5 -0.4 0.237
H -3.3395 0.0453 2.1296 1.0 0.0 -1.5 0.207
H -1.1518 -2.2962 -3.1255 0.2 -0.5 -0.6 0.211
H -0.6332 -4.0831 -3.0470 0.2 1.7 0.3 0.210
H 0.4095 -2.8667 -3.7830 0.7 0.3 -0.4 0.207
H 1.1194 -3.5717 0.1527 0.0 -0.4 -0.1 0.210
H 0.4473 -4.8033 -0.9815 0.5 0.9 -0.1 0.220
H 1.9958 -3.8133 -1.3526 -0.5 -0.7 0.1 0.202
H 0.9684 -1.8502 -1.6142 0.4 1.0 0.0 0.219
```
Forces are in eV/Å.

Question: What is the formula in the third record?
Answer: C16H22N2O2